Entry 1:
98
Properties=species:S:1:pos:R:3 method="wB97M-V/def2-TZVPD" e_above_lowest_ev=0.927 charge=-2
Pd 0.40 -0.49 -0.39
C 7.39 -3.74 0.91
C 5.95 -3.57 0.49
C 5.15 -4.64 0.09
C 3.83 -4.47 -0.24
C 3.18 -3.21 -0.20
N 1.92 -3.00 -0.54
C 0.89 -3.70 -0.07
C 0.95 -4.40 1.16
C -0.17 -4.90 1.77
C -1.43 -4.82 1.18
C -2.66 -5.26 1.92
C -1.51 -4.22 -0.07
C -0.39 -3.68 -0.69
N -0.56 -3.10 -1.97
C -1.32 -3.63 -2.95
C -1.25 -2.76 -4.02
C -0.40 -1.74 -3.58
N 0.00 -1.96 -2.34
C 4.02 -2.12 0.18
C 5.35 -2.31 0.51
N 3.50 -0.83 0.32
C 3.79 0.00 1.35
C 3.26 1.23 1.04
C 2.64 1.04 -0.20
N 2.80 -0.21 -0.63
H 7.66 -4.79 1.00
H 7.55 -3.26 1.88
H 8.07 -3.27 0.19
H 5.59 -5.64 0.04
H 3.23 -5.33 -0.53
H 1.90 -4.45 1.67
H -0.08 -5.35 2.75
H -2.38 -5.61 2.92
H -3.18 -6.08 1.42
H -3.35 -4.43 2.04
H -2.47 -4.12 -0.57
H -1.85 -4.56 -2.84
H -1.73 -2.85 -4.98
H -0.08 -0.87 -4.13
H 5.94 -1.46 0.83
H 4.31 -0.35 2.22
H 3.29 2.13 1.63
H 2.23 1.79 -0.85
O 0.55 -1.64 2.48
B -0.33 -1.12 1.45
O -1.67 -1.34 1.99
C -1.56 -1.91 3.18
C -2.54 -2.24 4.09
C -2.15 -2.77 5.31
C -0.81 -2.97 5.60
C 0.19 -2.65 4.69
C -0.19 -2.10 3.47
H -3.59 -2.07 3.86
H -2.90 -3.00 6.06
H -0.53 -3.38 6.57
H 1.23 -2.81 4.93
C -3.94 4.40 -2.11
C -3.18 3.08 -1.90
C -3.93 2.26 -0.85
C -3.26 2.29 -3.21
Si -1.32 3.34 -1.35
Br -0.25 1.47 -2.10
C -1.14 3.69 0.57
C -2.12 4.76 1.09
C -1.37 2.38 1.33
C 0.27 4.16 0.92
C -0.40 4.71 -2.43
C 1.12 4.60 -2.29
C -0.71 4.50 -3.91
C -0.80 6.14 -2.06
H -4.98 4.19 -2.35
H -3.51 4.96 -2.93
H -3.91 5.02 -1.22
H -4.92 1.98 -1.23
H -4.07 2.81 0.07
H -3.39 1.34 -0.63
H -4.30 2.12 -3.48
H -2.79 1.32 -3.09
H -2.77 2.80 -4.03
H -3.15 4.48 0.91
H -1.95 5.72 0.62
H -1.99 4.87 2.17
H -2.40 2.07 1.31
H -1.09 2.52 2.38
H -0.75 1.55 0.94
H 0.50 5.13 0.50
H 1.00 3.43 0.57
H 0.37 4.24 2.00
H 1.45 3.59 -2.50
H 1.46 4.88 -1.30
H 1.60 5.27 -3.01
H -0.49 3.48 -4.19
H -0.10 5.17 -4.52
H -1.75 4.72 -4.13
H -0.57 6.36 -1.02
H -1.87 6.30 -2.21
H -0.26 6.86 -2.68

=====

Entry 2:
221
Properties=species:S:1:pos:R:3 method="wB97M-V/def2-TZVPD" s_squared=0.751 multiplicity=2 e_above_lowest_ev=2.836 charge=-1
C -10.77 -10.12 -4.65
C -11.18 -10.11 -6.21
C -10.39 -11.14 -7.04
O -8.97 -10.93 -6.95
C -8.39 -9.97 -7.85
N -12.58 -10.18 -6.20
H -10.99 -11.09 -4.21
H -11.29 -9.33 -4.10
H -9.69 -9.99 -4.62
H -10.96 -9.13 -6.65
H -10.60 -11.28 -8.10
H -10.61 -12.12 -6.62
H -7.30 -9.94 -7.85
H -8.74 -8.99 -7.53
H -8.75 -10.27 -8.83
H -12.88 -11.07 -5.83
H -12.98 -9.39 -5.71
C -12.90 -12.75 -10.49
C -11.43 -12.71 -10.89
C -11.03 -13.84 -11.83
O -11.94 -14.24 -12.82
C -11.90 -15.56 -13.23
N -11.09 -11.36 -11.31
H -13.19 -13.66 -9.96
H -13.42 -12.50 -11.42
H -13.22 -12.00 -9.76
H -10.82 -13.00 -10.03
H -10.74 -14.65 -11.16
H -10.06 -13.62 -12.28
H -12.79 -15.79 -13.81
H -12.14 -16.16 -12.36
H -10.94 -15.84 -13.66
H -11.11 -10.68 -10.56
H -11.67 -10.95 -12.02
C -19.10 -9.18 -5.47
C -19.55 -9.57 -6.90
C -20.03 -11.00 -6.99
O -20.70 -11.35 -8.20
C -21.20 -12.63 -8.31
N -20.69 -8.77 -7.32
H -19.93 -9.20 -4.76
H -18.65 -8.19 -5.53
H -18.28 -9.78 -5.08
H -18.74 -9.43 -7.61
H -20.67 -11.17 -6.12
H -19.14 -11.62 -6.92
H -21.69 -12.98 -7.41
H -20.52 -13.45 -8.52
H -22.07 -12.74 -8.95
H -20.83 -8.84 -8.31
H -21.49 -9.32 -7.05
C -20.50 -15.29 1.24
C -20.25 -14.02 0.35
C -19.82 -14.40 -1.13
O -18.54 -15.05 -1.20
C -17.75 -14.87 -2.41
N -21.49 -13.17 0.27
H -21.15 -15.00 2.07
H -19.61 -15.62 1.76
H -20.92 -16.17 0.74
H -19.47 -13.42 0.81
H -19.98 -13.49 -1.72
H -20.46 -15.12 -1.63
H -17.56 -15.91 -2.67
H -16.76 -14.43 -2.28
H -18.11 -14.27 -3.24
H -22.27 -13.79 0.16
H -21.72 -12.66 1.11
C -16.52 -9.54 -13.33
C -16.56 -10.19 -14.69
C -17.44 -9.25 -15.62
O -17.50 -9.64 -17.02
C -18.79 -10.22 -17.32
N -15.23 -10.31 -15.23
H -16.33 -8.47 -13.46
H -15.83 -9.88 -12.56
H -17.52 -9.49 -12.88
H -17.10 -11.13 -14.72
H -16.98 -8.27 -15.59
H -18.35 -9.14 -15.02
H -19.15 -10.99 -16.65
H -18.85 -10.77 -18.25
H -19.48 -9.40 -17.51
H -14.56 -10.78 -14.63
H -15.09 -10.72 -16.14
C -15.25 -14.42 -14.37
C -16.78 -14.34 -14.10
C -17.56 -15.05 -15.22
O -18.90 -14.86 -14.87
C -19.86 -15.60 -15.62
N -17.03 -14.94 -12.82
H -14.80 -15.41 -14.35
H -14.69 -13.78 -13.69
H -15.11 -14.09 -15.40
H -16.96 -13.27 -14.15
H -17.27 -16.09 -15.36
H -17.40 -14.48 -16.14
H -20.07 -15.05 -16.54
H -20.77 -15.62 -15.03
H -19.55 -16.62 -15.84
H -18.03 -14.79 -12.75
H -16.88 -15.92 -12.99
C -16.80 -13.58 -6.04
C -15.63 -13.65 -6.94
C -15.97 -13.62 -8.43
O -16.47 -12.38 -8.83
C -16.61 -12.30 -10.22
N -14.75 -12.52 -6.60
H -16.49 -13.45 -5.00
H -17.48 -14.42 -6.17
H -17.24 -12.59 -6.15
H -15.12 -14.60 -6.75
H -16.81 -14.28 -8.65
H -15.07 -13.91 -8.98
H -16.72 -11.24 -10.44
H -17.33 -12.99 -10.67
H -15.70 -12.47 -10.79
H -15.26 -11.68 -6.83
H -14.10 -12.67 -7.36
C -20.64 -15.73 -5.57
C -22.08 -15.58 -5.19
C -22.48 -16.11 -3.86
O -23.89 -15.94 -3.75
C -24.48 -16.34 -2.53
N -22.23 -14.17 -5.17
H -20.39 -16.73 -5.21
H -20.02 -15.05 -4.98
H -20.34 -15.52 -6.59
H -22.62 -16.07 -6.01
H -22.08 -15.62 -2.97
H -22.25 -17.17 -3.74
H -25.48 -16.76 -2.56
H -24.52 -15.45 -1.90
H -23.79 -17.07 -2.11
H -23.22 -13.97 -5.22
H -21.94 -13.72 -4.31
C -22.25 -12.91 -16.12
C -21.89 -12.01 -14.90
C -20.69 -12.38 -13.94
O -20.72 -11.52 -12.83
C -19.92 -11.73 -11.71
N -21.82 -10.64 -15.36
H -21.38 -12.95 -16.76
H -23.16 -12.48 -16.56
H -22.33 -13.94 -15.79
H -22.81 -12.06 -14.33
H -19.70 -12.23 -14.37
H -20.84 -13.38 -13.54
H -18.90 -11.65 -12.09
H -19.80 -12.77 -11.41
H -20.16 -11.12 -10.84
H -22.64 -10.29 -15.84
H -21.71 -10.08 -14.53
C -15.32 -10.86 -3.60
C -16.02 -9.66 -3.00
C -16.88 -10.01 -1.78
O -18.00 -10.66 -2.42
C -19.27 -10.72 -1.86
N -15.03 -8.72 -2.59
H -14.59 -10.67 -4.39
H -15.92 -11.73 -3.89
H -14.74 -11.33 -2.80
H -16.73 -9.27 -3.73
H -17.18 -9.10 -1.27
H -16.42 -10.67 -1.04
H -19.47 -11.57 -1.21
H -19.98 -10.77 -2.69
H -19.46 -9.78 -1.35
H -15.60 -7.89 -2.56
H -14.51 -8.58 -3.44
C -12.27 -19.32 -6.48
C -13.77 -19.54 -6.43
C -14.31 -19.10 -7.80
O -14.27 -17.67 -7.97
C -14.63 -17.15 -9.24
N -13.99 -21.01 -6.34
H -11.73 -19.74 -7.34
H -11.65 -19.76 -5.70
H -12.05 -18.26 -6.36
H -14.27 -18.90 -5.71
H -15.34 -19.43 -7.81
H -13.76 -19.55 -8.62
H -15.63 -17.52 -9.46
H -13.94 -17.39 -10.05
H -14.55 -16.06 -9.31
H -14.98 -21.20 -6.47
H -13.42 -21.37 -7.10
C -12.23 -17.51 -0.92
C -12.52 -17.71 -2.36
C -12.57 -16.37 -3.23
O -13.35 -15.39 -2.71
C -13.40 -14.16 -3.48
N -11.60 -18.66 -3.06
H -11.99 -18.44 -0.41
H -13.02 -16.96 -0.40
H -11.25 -17.04 -0.79
H -13.48 -18.22 -2.43
H -13.01 -16.49 -4.22
H -11.56 -15.97 -3.34
H -14.36 -13.71 -3.24
H -13.40 -14.19 -4.57
H -12.60 -13.57 -3.02
H -11.89 -19.61 -2.85
H -10.64 -18.45 -2.86
C -19.03 -17.74 -7.78
C -18.05 -18.56 -6.89
C -17.98 -18.41 -5.30
O -17.56 -17.08 -4.87
C -16.16 -16.98 -4.65
N -18.18 -20.01 -7.20
H -20.05 -18.12 -7.85
H -18.72 -17.86 -8.82
H -19.01 -16.66 -7.64
H -17.07 -18.21 -7.19
H -17.27 -19.16 -4.96
H -18.87 -18.75 -4.77
H -16.08 -15.90 -4.62
H -15.50 -17.23 -5.49
H -15.78 -17.49 -3.77
H -18.45 -20.16 -8.17
H -17.22 -20.32 -7.24